# 1
ORCA calculation (ωB97M-V/def2-TZVPD) on a structure of composition C21H26NO11PS2V at a distorted geometry.

Geometry as ORCA input:
```
! RIJCOSX wB97M-V def2-TZVPD def2/J DEFGRID3
* xyz 1 1
C 4.689 -1.628 1.435
C 5.012 -0.400 0.597
O 6.125 -0.132 0.266
O 3.908 0.445 0.266
C 3.448 0.175 -0.988
O 3.894 -0.743 -1.622
C 2.379 1.149 -1.511
C 1.010 0.681 -1.040
C 0.345 -0.386 -1.695
S 1.223 -1.130 -3.073
C -0.900 -0.861 -1.289
C -1.533 -2.000 -2.058
C -1.087 -3.425 -1.571
C -1.053 -3.616 -0.039
C 0.267 -3.184 0.632
C -1.181 -5.160 0.210
C -1.526 -0.269 -0.181
S -3.115 -0.788 0.488
C -2.932 -1.646 2.080
O -3.914 0.388 0.761
O -3.864 -1.664 -0.376
C -0.884 0.785 0.468
C 0.350 1.258 0.039
C 0.974 2.454 0.778
O 2.150 2.583 0.961
C -0.060 3.461 1.298
P 0.309 5.288 1.370
O 1.864 5.407 1.795
O 0.094 5.915 -0.133
C -1.237 3.012 1.701
C -2.331 4.002 2.194
N -3.642 3.412 2.328
C -1.475 1.507 1.670
O -2.057 0.984 2.579
H 3.801 -1.468 2.061
H 5.548 -1.847 2.075
H 4.509 -2.477 0.765
H 2.467 1.150 -2.594
H 2.588 2.171 -1.187
H 0.509 -0.760 -4.180
H -1.124 -1.935 -3.079
H -2.613 -1.912 -2.186
H -1.664 -4.204 -2.081
H -0.044 -3.526 -1.922
H -1.955 -3.186 0.407
H 0.107 -2.972 1.701
H 1.005 -4.000 0.606
H 0.755 -2.315 0.171
H -0.220 -5.593 -0.114
H -1.971 -5.596 -0.409
H -1.284 -5.389 1.277
H -1.873 -1.805 2.315
H -3.462 -2.604 2.024
H -3.381 -1.054 2.880
H 2.468 5.411 1.034
H -0.670 6.502 -0.042
H -2.413 4.757 1.390
H -2.000 4.538 3.089
H -3.832 2.714 1.618
H -3.804 3.031 3.250
O 0.758 1.958 -7.347
V 1.091 2.057 -5.723
O 1.451 2.481 -4.136
*
```

Summary:
E: -102843.1377 eV

# 2
ORCA calculation (ωB97M-V/def2-TZVPD) on the molecule C15H25N5OS at a distorted geometry.

Geometry as ORCA input:
```
! RIJCOSX wB97M-V def2-TZVPD def2/J DEFGRID3
* xyz 0 1
C 3.567 1.000 -1.398
C 3.718 1.181 0.119
C 3.902 2.650 0.485
C 2.501 0.633 0.774
N 1.418 1.292 1.079
N 0.506 0.425 1.541
C 1.040 -0.762 1.529
S 0.209 -2.228 1.977
C 0.561 -3.229 0.475
C 0.616 -2.336 -0.755
O 1.649 -2.197 -1.392
N -0.540 -1.741 -1.054
C -0.698 -0.757 -2.101
C -1.147 0.586 -1.521
C -2.357 0.500 -0.621
C -3.312 -0.413 -0.751
C -4.481 -0.538 0.180
C -4.225 0.202 1.489
C -3.722 1.606 1.179
C -2.370 1.521 0.479
N 2.326 -0.693 1.064
N 3.206 -1.758 0.920
H 4.482 1.299 -1.904
H 3.349 -0.036 -1.653
H 2.749 1.619 -1.758
H 4.594 0.612 0.459
H 4.756 3.065 -0.046
H 3.008 3.206 0.219
H 4.064 2.759 1.554
H -0.256 -3.947 0.407
H 1.507 -3.752 0.610
H -1.320 -1.809 -0.412
H 0.268 -0.656 -2.601
H -1.428 -1.127 -2.829
H -0.330 1.014 -0.936
H -1.350 1.271 -2.350
H -3.302 -1.121 -1.570
H -5.374 -0.131 -0.308
H -4.679 -1.596 0.374
H -3.467 -0.328 2.068
H -5.141 0.241 2.081
H -4.443 2.111 0.533
H -3.625 2.189 2.097
H -1.586 1.256 1.195
H -2.100 2.495 0.063
H 4.159 -1.422 1.029
H 3.097 -2.157 -0.019
*
```

Summary:
energy relative to the best compared isomer or geometry (same formula, charge and spin): 0.0000 eV
E: -36293.8347 eV
structure (SMILES): CC(C)c1nnc(SCC(=O)NCCC2=CCCCC2)n1N

# 3
ORCA calculation (ωB97M-V/def2-TZVPD) on the molecule C22H26N4O3 at a distorted geometry.

Geometry as ORCA input:
```
! RIJCOSX wB97M-V def2-TZVPD def2/J DEFGRID3
* xyz 0 1
C 2.204 1.515 -1.541
N 1.333 2.417 -0.809
C 0.350 2.111 0.077
C -0.084 0.706 0.349
C 0.947 -0.247 0.510
C 0.725 -1.695 0.414
C 1.955 -2.463 -0.091
C 1.776 -3.720 -0.667
C 2.866 -4.421 -1.192
C 4.149 -3.868 -1.113
C 4.337 -2.628 -0.496
C 3.242 -1.943 0.053
O -1.308 0.406 0.380
N -0.183 3.298 0.481
C -1.340 3.493 1.411
C -1.511 4.970 1.703
C -1.066 2.736 2.703
C -2.605 2.990 0.733
C 0.487 4.332 -0.145
C 1.432 3.786 -0.940
H 2.584 2.070 -2.408
H 3.064 1.204 -0.929
H 1.658 0.628 -1.883
H 1.904 0.129 0.870
H 0.544 -1.999 1.455
H 0.783 -4.176 -0.681
H 2.703 -5.405 -1.633
H 5.006 -4.424 -1.499
H 5.335 -2.197 -0.394
H 3.388 -1.019 0.615
H -1.766 5.536 0.799
H -2.348 5.088 2.403
H -0.623 5.404 2.177
H -1.062 1.656 2.537
H -0.107 3.055 3.130
H -1.860 2.975 3.421
H -2.531 1.920 0.530
H -3.459 3.172 1.397
H -2.766 3.534 -0.205
H 0.250 5.371 0.017
H 2.150 4.254 -1.590
C -3.619 -3.649 0.392
N -2.540 -2.996 -0.323
C -1.409 -2.669 0.409
O -1.310 -2.902 1.614
N -0.381 -2.083 -0.330
C -0.496 -1.671 -1.659
O 0.371 -0.949 -2.164
C -1.645 -2.171 -2.359
C -2.612 -2.824 -1.675
H -4.378 -3.920 -0.341
H -3.252 -4.542 0.900
H -4.065 -2.985 1.135
H -1.709 -1.947 -3.418
H -3.509 -3.242 -2.131
*
```

Summary:
energy relative to the best compared isomer or geometry (same formula, charge and spin): 3.3964 eV
E: -35338.4036 eV

# 4
ORCA calculation (ωB97M-V/def2-TZVPD) on a structure of composition C6H8S2 at a distorted geometry.

Geometry as ORCA input:
```
! RIJCOSX wB97M-V def2-TZVPD def2/J DEFGRID3
* xyz 0 1
C 2.219 -0.098 -0.210
C 1.116 0.095 0.840
C -0.100 -0.160 -0.093
C -1.160 -1.107 0.458
C -2.123 0.836 -0.828
C -0.827 1.038 -0.599
H 2.636 0.822 -0.615
H 3.031 -0.734 0.116
H 1.141 -0.651 1.611
H 1.067 1.108 1.312
H -0.892 -2.148 0.396
H -1.319 -0.881 1.541
H -2.789 1.559 -1.255
H -0.324 1.965 -0.870
S -2.721 -0.765 -0.413
S 1.044 -0.879 -1.390
*
```

Summary:
energy relative to the best compared isomer or geometry (same formula, charge and spin): 0.7326 eV
E: -28021.3098 eV

no.,E_HOMO (eV),Kohn-Sham gap (eV)
1,-10.9,1.87
2,-8.8,9.39
3,-6.3,6.93
4,-8.1,8.98